[1]
A structure of composition C19H19MnN3OS4 at a distorted geometry, computed with the ωB97M-V functional and the def2-TZVPD basis.

Properties
2S+1: 2
Energy above the lowest of the compared OMol25 structures with the same formula, charge and spin: 125.4 kJ/mol
E_HOMO (spin up / spin down): -7.60 / -7.89 eV
HOMO-LUMO gap (spin up / spin down): 0.23677 / 0.25120 Ha
<S²>: 0.78
Calculated total energy: -3718.61886 hartree
LUMO level (spin up / spin down): -1.155 / -1.055 eV

The geometry in XYZ format:
```
47
Properties=species:S:1:pos:R:3:lowdin_spin:R:1
Mn -0.50 -0.76 -1.05 0.91
S 1.76 -1.54 -1.08 -0.01
S 3.46 -1.34 1.35 0.00
S -1.84 0.45 -3.98 0.02
S -0.91 1.54 -1.26 -0.01
O -2.20 -1.69 -1.04 0.00
N -0.38 -1.15 0.87 -0.01
N 0.63 0.78 -3.32 0.03
N 0.86 -1.16 1.42 0.00
C 4.40 2.04 1.52 0.00
C -5.26 -2.55 0.62 0.01
C 2.03 2.94 0.41 0.00
C -1.40 -1.17 1.72 0.02
C -0.60 0.66 -2.71 0.03
C -1.14 -0.96 3.18 0.00
C -3.03 -1.87 -0.07 0.01
C 3.27 0.06 2.54 0.00
C 3.20 3.64 0.20 0.00
C 4.39 3.19 0.75 0.00
C 1.87 -1.33 0.63 -0.01
C -4.29 -2.46 -0.34 0.00
C -5.01 -2.07 1.91 0.00
C -2.73 -1.50 1.29 0.00
C -3.77 -1.58 2.23 0.00
C 0.73 0.13 -4.60 0.00
C -0.57 0.46 -5.31 0.00
C 2.04 1.80 1.20 0.00
C 3.23 1.34 1.76 0.00
H 1.12 1.27 1.38 0.00
H 1.10 3.26 -0.03 0.00
H 0.84 -0.96 -4.49 0.00
H -6.22 -2.98 0.38 0.00
H -5.79 -2.09 2.66 0.00
H 5.33 1.69 1.94 0.00
H -0.84 -0.26 -6.08 0.00
H 5.31 3.73 0.57 0.00
H -0.10 -0.68 3.33 0.00
H -1.78 -0.17 3.56 0.00
H 2.36 -0.13 3.10 0.00
H -3.59 -1.25 3.24 0.00
H 4.14 0.00 3.18 0.00
H 1.46 0.83 -2.73 0.00
H 3.19 4.53 -0.41 0.00
H 1.59 0.52 -5.14 0.00
H -0.56 1.47 -5.72 0.00
H -1.34 -1.88 3.73 0.00
H -4.47 -2.79 -1.35 0.00
```

[2]
A structure of composition C39H42N3O6PW, computed with the ωB97M-V functional and the def2-TZVPD basis.

Properties
2S+1: 3
Energy above the lowest of the compared OMol25 structures with the same formula, charge and spin: 112.6 kJ/mol
E_HOMO (spin up / spin down): -6.58 / -7.30 eV
HOMO-LUMO gap (spin up / spin down): 0.23866 / 0.24584 Ha
<S²>: 2.02
Calculated total energy: -2535.52902 hartree
LUMO level (spin up / spin down): -0.084 / -0.610 eV

The geometry in XYZ format:
```
92
Properties=species:S:1:pos:R:3:lowdin_spin:R:1
W -0.91 0.47 0.43 1.38
P 1.48 1.38 0.50 0.05
O -1.79 1.70 -1.36 0.15
O -0.22 -0.01 2.30 0.08
O -3.53 -1.77 2.21 0.00
O -0.31 -0.51 4.45 0.01
O -2.13 -1.20 0.56 0.03
O 0.52 -2.64 0.80 0.01
N -1.79 -1.12 -2.97 0.01
N -0.18 -0.81 -1.24 0.03
N 0.13 -2.36 -2.94 0.01
C 1.52 -2.53 -2.55 0.00
C -5.79 2.73 -0.76 0.00
C -2.46 1.45 1.63 0.04
C 1.52 3.37 4.08 0.00
C 0.95 -2.77 2.17 0.00
C -1.44 -2.94 2.06 0.00
C 4.42 -0.84 -1.31 0.00
C -1.84 -1.15 -4.43 0.00
C 2.50 4.33 -2.22 0.01
C -3.70 3.21 0.33 0.00
C 2.01 2.28 1.99 0.01
C -4.67 1.03 0.54 0.00
C -3.07 -0.75 -2.37 0.00
C -0.31 -0.87 3.29 0.01
C -0.51 -3.59 -3.40 0.00
C 1.56 2.65 -0.80 0.01
C 1.11 2.60 2.99 0.00
C 0.05 -4.83 1.35 0.00
C 4.97 -1.54 -0.25 0.00
C -0.64 -1.39 -2.32 0.01
C -2.48 -1.89 1.62 0.00
C 4.47 -1.33 1.04 0.00
C 0.30 2.93 -1.33 0.00
C 1.17 -4.29 2.28 0.00
C 2.82 3.83 4.15 0.00
C 3.44 -0.43 1.25 0.00
C 3.38 0.05 -1.11 0.00
C 3.73 3.52 3.15 0.00
C 3.33 2.75 2.07 0.00
C -0.73 2.05 -0.80 0.07
C -4.77 3.62 -0.46 0.00
C 2.89 0.27 0.18 0.00
C -3.62 1.91 0.83 0.00
C -0.30 -2.37 2.97 0.00
C 1.23 4.62 -2.73 0.00
C 0.12 3.92 -2.30 0.01
C -5.73 1.43 -0.25 0.00
C -0.61 -3.52 0.89 0.00
C 2.67 3.34 -1.26 0.00
H 4.90 -1.87 1.87 0.00
H 0.46 -5.37 0.50 0.00
H -3.83 -1.41 -2.81 0.00
H 4.05 2.49 1.30 0.00
H 4.75 3.87 3.20 0.00
H 3.08 -0.26 2.25 0.00
H -0.21 -3.83 -4.42 0.00
H 1.10 -4.65 3.30 0.00
H -3.06 -0.93 -1.30 0.00
H -2.78 0.70 2.35 0.01
H -0.86 4.12 -2.70 0.00
H -0.21 -4.43 -2.75 0.00
H -2.46 -1.97 -4.80 0.00
H -0.83 -1.26 -4.84 0.00
H 4.81 -0.99 -2.31 0.00
H 5.78 -2.24 -0.41 0.00
H 1.83 -2.15 2.34 0.00
H 2.95 0.59 -1.94 0.00
H 2.01 -1.56 -2.52 0.00
H -4.63 0.03 0.95 0.00
H -1.59 -3.50 -3.36 0.00
H 0.53 -1.40 -0.82 0.01
H -0.65 -5.49 1.86 0.00
H -2.27 -0.21 -4.78 0.00
H 1.64 -3.01 -1.57 0.00
H -2.90 3.92 0.56 0.00
H 3.13 4.43 5.00 0.00
H -6.54 0.74 -0.46 0.00
H 0.81 3.60 4.86 0.00
H -6.62 3.04 -1.37 0.00
H -3.34 0.28 -2.58 0.00
H 3.36 4.88 -2.58 0.00
H -4.80 4.63 -0.83 0.00
H -1.13 -3.55 -0.06 0.00
H 0.10 2.22 2.96 0.00
H -1.97 2.25 2.18 0.02
H -0.32 -2.87 3.93 0.00
H 2.01 -3.14 -3.30 0.00
H 2.16 -4.55 1.89 0.00
H 1.13 5.40 -3.47 0.00
H 3.66 3.13 -0.89 0.00
H -1.97 -3.71 2.61 0.00
```

[3]
A structure of composition C15H35N3NbOSiTl at a distorted geometry, computed with the ωB97M-V functional and the def2-TZVPD basis.

Properties
E_HOMO (spin up / spin down): -14.70 / -14.70 eV
HOMO-LUMO gap (spin up / spin down): 0.25205 / 0.25203 Ha
Charge: +2
Calculated total energy: -1350.45982 hartree
LUMO level (spin up / spin down): -7.842 / -7.842 eV

The geometry in XYZ format:
```
57
Properties=species:S:1:pos:R:3:mulliken_charge:R:1
Tl -0.88 -1.50 -5.04 0.85
Nb -0.02 -0.08 -0.35 0.61
Si -0.65 1.76 2.28 0.05
O -1.26 0.91 -4.39 -0.67
N -0.28 0.72 -2.20 -0.82
N 1.98 0.12 -0.35 0.86
N -1.17 -1.69 -0.20 0.42
C -1.28 1.30 0.59 -0.40
C -3.22 -2.06 0.96 -1.32
C -2.83 -3.27 -1.21 -1.82
C 2.39 -0.70 0.79 -1.25
C -0.81 0.32 3.50 -0.94
C -0.75 0.97 -3.27 0.82
C 3.03 0.78 -1.21 0.87
C -1.74 3.17 2.94 -1.09
C -2.59 -1.97 -0.44 1.03
C 2.77 2.28 -1.19 -1.30
C 2.93 0.27 -2.64 -1.36
C -0.20 -2.83 -0.22 -0.83
C 1.14 2.34 2.28 -0.81
C 4.44 0.51 -0.69 -1.78
C -3.26 -0.89 -1.30 -1.21
H 4.58 0.88 0.33 0.42
H -3.14 0.14 -0.91 0.24
H 1.79 2.55 -1.62 0.24
H -2.80 2.88 2.91 0.33
H 4.69 -0.56 -0.75 0.41
H 1.37 2.72 3.29 0.45
H -0.45 -3.50 -1.06 0.45
H -3.14 -1.13 1.54 0.15
H -1.83 -0.10 3.50 0.34
H 2.99 -0.15 1.52 0.43
H -1.29 2.13 -0.14 0.65
H -2.76 -2.88 1.54 0.37
H 3.11 -0.81 -2.67 0.36
H 5.16 1.04 -1.32 0.44
H 3.67 0.76 -3.26 0.47
H -4.35 -1.09 -1.28 0.52
H -2.86 -0.91 -2.34 0.06
H 1.29 3.16 1.55 0.25
H -2.46 -4.15 -0.68 0.47
H -1.61 4.07 2.33 0.32
H 3.00 -1.54 0.46 0.40
H -1.45 3.39 3.98 0.34
H 1.87 1.56 2.05 0.22
H 1.95 0.46 -3.08 0.09
H -4.29 -2.29 0.87 0.47
H 3.56 2.80 -1.77 0.46
H -2.30 0.87 0.60 0.20
H -0.22 -3.43 0.71 0.31
H 1.50 -1.10 1.29 0.31
H 0.85 -2.42 -0.35 0.18
H 2.82 2.65 -0.15 0.26
H -0.58 0.69 4.51 0.39
H -0.13 -0.51 3.28 0.30
H -3.92 -3.41 -1.33 0.44
H -2.37 -3.22 -2.21 0.33
```

[4]
An isolated molecule of C6H10O at a distorted geometry, computed with the ωB97M-V functional and the def2-TZVPD basis.

Properties
Energy above the lowest of the compared OMol25 structures with the same formula, charge and spin: 484.8 kJ/mol
E_HOMO: -8.19 eV
HOMO-LUMO gap: 0.33943 Ha
Calculated total energy: -309.65773 hartree
Structure (SMILES): C[C@@]12CCO[C@H]1C2
LUMO level: 1.049 eV

The geometry in XYZ format:
```
17
Properties=species:S:1:pos:R:3:mulliken_charge:R:1
O -0.51 -0.86 -1.01 -0.51
C 0.40 -0.99 0.04 0.13
C 1.82 -0.67 0.29 -0.61
C 0.45 0.38 0.55 0.59
C 0.62 1.57 -0.57 -1.41
C -0.93 0.55 1.02 -0.84
C -1.60 -0.25 -0.19 -0.66
H -0.23 1.51 -1.09 0.37
H 0.49 2.50 -0.12 0.41
H -1.32 1.57 1.10 0.25
H -2.22 0.21 -0.91 0.38
H 2.26 -1.18 1.14 0.28
H -0.04 -1.70 0.75 0.31
H -1.16 0.04 1.93 0.33
H 1.53 1.70 -1.20 0.34
H -2.10 -1.09 0.27 0.39
H 2.32 -0.26 -0.64 0.25
```

[5]
A cluster of 2 separate species, C4H12N4 in total at a distorted geometry, computed with the ωB97M-V functional and the def2-TZVPD basis.

Properties
Energy above the lowest of the compared OMol25 structures with the same formula, charge and spin: 132.8 kJ/mol
E_HOMO: -8.82 eV
HOMO-LUMO gap: 0.36138 Ha
Calculated total energy: -378.58768 hartree
Structure (SMILES): [H]/N=C/NC.N/C=C/N
LUMO level: 1.010 eV

The geometry in XYZ format:
```
20
Properties=species:S:1:pos:R:3:mulliken_charge:R:1
N 0.62 -1.71 -0.93 -0.25
N 2.03 -1.21 0.88 -0.63
N -2.38 2.68 0.92 -0.58
N 0.88 1.16 -0.21 -0.57
C -0.53 -2.51 -1.32 -0.88
C -1.47 1.89 0.14 -0.26
C -0.15 1.92 0.41 -0.17
C 1.31 -2.05 0.21 0.05
H 2.48 -1.71 1.65 0.20
H -3.12 2.10 1.29 0.24
H 0.19 2.54 1.24 0.28
H -1.94 1.33 -0.69 0.30
H 1.37 0.54 0.44 0.29
H -0.28 -3.58 -1.22 0.33
H -1.42 -2.30 -0.71 0.30
H 1.57 1.78 -0.64 0.21
H -0.80 -2.31 -2.37 0.29
H 0.53 -0.69 -1.08 0.37
H 1.16 -3.12 0.49 0.25
H -2.79 3.45 0.39 0.23
```